C16H33BNO8 | the ωB97M-V functional and the def2-TZVPD basis

Geometry (Å):
C -2.180 -3.398 0.124
H -0.165 -3.585 -5.735
H 0.689 0.296 -0.020
H 1.499 5.320 3.252
H 2.789 0.506 2.166
H -1.525 -0.389 -0.801
C 0.398 2.700 4.753
C 2.539 0.638 1.122
C 1.384 2.749 1.006
H 3.360 0.198 0.577
O 3.769 3.231 4.730
C 0.873 2.792 2.422
H -1.345 -6.485 0.256
C -2.180 -1.124 -0.340
C -0.508 1.680 -6.706
B 2.615 3.610 4.127
H -0.974 3.433 1.844
C 1.268 -0.133 0.786
H -0.101 2.293 -7.505
O 2.537 2.019 0.756
H -3.145 -1.100 -0.843
O -1.556 -2.394 -0.510
C 0.828 -2.175 -4.449
C -0.840 3.128 3.965
O -0.756 -0.019 -4.681
H -3.732 -7.108 0.054
H 0.554 2.473 0.360
H -1.406 3.984 4.295
H 0.653 -0.193 1.681
C -0.312 -3.121 -4.760
N -0.342 3.152 2.585
H 0.692 -1.680 -3.486
O 0.402 0.592 -6.524
H 2.106 5.605 4.866
H -1.522 2.281 3.986
H -0.591 2.276 -5.800
H -1.487 1.307 -7.000
H 1.621 3.782 0.756
H -3.190 -6.267 -1.410
H -1.264 -2.593 -4.791
H 0.615 3.455 5.496
C 1.550 2.495 3.678
C -2.118 -5.728 0.376
C 2.340 5.138 3.916
H 3.238 5.607 3.542
H 3.632 2.522 5.380
C 0.125 -0.197 -5.487
C -3.380 -6.157 -0.342
O -1.557 -4.527 -0.188
H 0.222 1.775 5.275
O -3.132 -3.274 0.850
O 1.008 -1.194 -5.481
H 1.895 1.486 3.814
H -2.303 -0.887 0.716
H 1.484 -1.157 0.528
H -4.172 -5.421 -0.219
H -0.379 -3.900 -4.001
H -2.286 -5.590 1.443
H 1.764 -2.728 -4.406

Summary:
Total charge: +1
Energy above the lowest of the compared OMol25 structures with the same formula, charge and spin, eV: 0.0000
Frontier orbital gap, eV: 8.63
HOMO energy, eV: -12.486